DFT (ωB97M-V/def2-TZVPD) results for a molecular structure, H12NaO6 at a distorted geometry.

XYZ file:
```
19
Properties=species:S:1:pos:R:3:forces:R:3
Na 0.019211 0.394737 -0.045632 0.2 -0.1 0.2
O -2.035789 1.060737 -0.496632 1.4 -1.0 0.3
H -2.267789 1.419737 0.345368 -0.7 0.6 0.6
H -2.653789 1.306737 -1.153632 -1.1 0.6 -0.7
O 0.288211 -1.236263 1.995368 -0.3 0.5 -0.7
H 0.732211 -1.333263 2.831368 0.1 -0.2 0.6
H -0.660789 -1.227263 2.174368 0.2 -0.3 0.2
O -0.151789 1.759737 2.000368 -0.4 -0.1 -1.8
H 0.351211 1.226737 2.577368 1.0 -1.1 1.0
H -0.589789 2.363737 2.566368 -0.7 1.2 0.7
O 2.252211 -0.159263 -0.125632 -0.4 0.3 -1.2
H 2.516211 -0.584263 0.683368 0.4 -0.6 0.2
H 2.416211 -0.739263 -0.894632 0.3 0.3 1.0
O 0.269211 0.625737 -2.285632 1.5 0.6 0.0
H 0.977211 0.738737 -2.938632 -0.2 0.2 0.3
H -0.403789 0.167737 -2.750632 -1.1 -0.5 -0.7
O -0.513789 -1.910263 -1.118632 -0.9 0.2 -0.2
H 0.393211 -1.905263 -1.377632 1.2 -0.2 0.0
H -0.937789 -1.969263 -1.986632 -0.4 -0.2 0.4
```
Forces are in eV/Å.

Computed properties:
F_max in eV Å⁻¹: 1.9
Highest occupied orbital energy in eV: -15.33
Kohn-Sham gap in eV: 12.064
Lowest unoccupied orbital energy in eV: -3.27
Charge: +1

Here is what natural (NBO) gives for the atomic charges, in e: atom 1 (Na): 0.930, atom 2 (O): -0.977, atom 3 (H): 0.492, atom 4 (H): 0.499, atom 5 (O): -0.969, atom 6 (H): 0.488, atom 7 (H): 0.491, atom 8 (O): -0.962, atom 9 (H): 0.482, atom 10 (H): 0.491, atom 11 (O): -0.968, atom 12 (H): 0.495, atom 13 (H): 0.488, atom 14 (O): -0.961, atom 15 (H): 0.495, atom 16 (H): 0.478, atom 17 (O): -0.928, atom 18 (H): 0.464, atom 19 (H): 0.474